(1)
The following is a quantum chemistry calculation of a molecular structure, C7H16N4Nb in a non-equilibrium geometry, from OMol25.

Summary:
- Highest occupied orbital energy: -4.6 eV
- Total energy: -15016.6333 eV
- LUMO level: 1.92 eV
- Multiplicity: 1
- Frontier orbital gap: 6.6 eV
- F_max: 0.1180 hartree/bohr
- Total charge: -1
- Energy relative to the best compared isomer or geometry (same formula, charge and spin): 84.4 kcal per mole

Positions of all 28 atoms, in Å:
C -3.413700 -1.305400 -0.891258
C 1.423005 0.323722 -1.119225
C -3.858565 -1.452116 0.715538
N -1.948560 0.487245 1.540470
H 1.830052 -1.982030 1.529631
H 3.928914 -0.813137 -0.926316
H -1.834854 0.041685 -2.172520
C 2.152904 -0.497392 0.107855
H 1.554554 3.191727 -0.930667
H 0.609204 -0.784166 1.468883
H 0.731430 -0.452979 -1.683228
C -2.212840 -0.172247 -1.065965
H 2.710356 -1.876767 -1.415092
H -0.517599 2.177279 -2.130128
H 3.302739 1.245413 0.591951
C -1.500845 0.668823 0.130392
H -3.420723 -0.586853 2.887852
C -3.054329 -0.488971 1.753441
H 2.428511 0.591137 1.940735
Nb 0.185092 2.124874 -0.426813
H 0.824471 1.963009 1.295010
H -0.848955 3.545570 0.028371
N 2.943760 0.378195 1.056712
H -3.914895 -1.897176 -1.766789
N 1.205211 -1.414460 0.884480
H 2.248280 0.649398 -1.882778
N 3.158671 -1.448121 -0.574012
H -4.711289 -2.216264 1.053473

Cartesian forces (eV/Å) of the 3 atoms listed first:
2.31 3.22 4.60
-0.05 -1.23 -0.45
3.01 2.58 -2.09

These are the natural (NBO) partial charges, in e, on atoms 1 to 6:
1 C -0.230
2 C -1.027
3 C -0.312
4 N -0.476
5 H 0.361
6 H 0.346

(2)
The following is a quantum chemistry calculation of a single C5H8S2 molecule in a non-equilibrium geometry, from OMol25.

Summary:
- Highest occupied orbital energy: -8.1 eV
- Total energy: -26982.6051 eV
- LUMO level: 0.81 eV
- Multiplicity: 1
- Structure (SMILES): SCC1=CSCC1
- Frontier orbital gap: 8.9 eV
- F_max: 0.0993 hartree/bohr
- Energy relative to the best compared isomer or geometry (same formula, charge and spin): 58.9 kcal per mole

Positions of all 15 atoms, in Å:
C 0.108547 0.586934 -0.178575
H 1.945728 1.448111 -0.793628
H -0.986790 2.322858 0.669645
S 2.623937 -0.553665 0.024181
C -0.958989 1.551360 -0.132583
H 1.841957 1.648740 1.079278
C 1.609219 0.983819 0.131435
H -3.380314 0.800400 -0.389617
H -0.982522 2.175480 -1.185200
H 0.419763 -1.650983 0.470130
S -1.958760 -1.105463 -0.065970
C -0.192123 -0.687707 0.024029
H -2.564559 0.890257 1.242250
C -2.322293 0.686345 0.171205
H 3.597735 0.186685 -0.517309

Cartesian forces (eV/Å) of the 3 atoms listed first:
3.54 -0.86 3.26
0.04 0.83 0.36
0.79 -0.61 -0.56

These are the natural (NBO) partial charges, in e, on atoms 1 to 6:
1 C -0.108
2 H 0.219
3 H 0.234
4 S -0.041
5 C -0.427
6 H 0.234

(3)
The following is a quantum chemistry calculation of a molecular structure, C6H8O4 in a non-equilibrium geometry, from OMol25.

Summary:
- Highest occupied orbital energy: -9.3 eV
- Total energy: -14536.7892 eV
- LUMO level: -0.32 eV
- Multiplicity: 1
- Frontier orbital gap: 9.0 eV
- F_max: 0.0864 hartree/bohr
- Energy relative to the best compared isomer or geometry (same formula, charge and spin): 119.8 kcal per mole

Positions of all 18 atoms, in Å:
C 0.629503 1.085419 -0.432068
O 2.895013 0.852916 0.465276
C -0.491955 0.069559 -0.195582
C 0.133703 -1.310071 -0.414412
C 1.873161 0.379163 0.044976
H -2.004815 1.453827 -1.019457
H 0.767943 1.290104 -1.507229
H -2.112368 -0.296004 -1.648739
H -0.400795 -2.117020 0.099259
C -1.779532 0.391022 -0.865043
H -0.165485 0.910440 2.269846
H 0.174068 -1.558835 -1.487875
O 2.307456 -1.982237 0.490735
O -0.259162 0.018307 1.921870
H -1.492310 -0.020243 1.703935
C 1.553917 -1.148546 0.063931
H 0.454832 2.042689 0.073318
O -2.083182 -0.060490 0.437252

Cartesian forces (eV/Å) of the 3 atoms listed first:
-0.06 0.62 1.53
-0.48 -0.14 -0.48
-1.65 -0.42 -4.11

These are the natural (NBO) partial charges, in e, on atoms 1 to 6:
1 C -0.574
2 O -0.457
3 C 0.405
4 C -0.582
5 C 0.496
6 H 0.179

(4)
The following is a quantum chemistry calculation of 2 unconnected molecules or ions with the total composition C15H13Cl4O7 in a non-equilibrium geometry, from OMol25.

Summary:
- Highest occupied orbital energy: -4.0 eV
- Total energy: -80187.9777 eV
- LUMO level: 0.11 eV
- Multiplicity: 1
- Frontier orbital gap: 4.1 eV
- F_max: 0.0455 hartree/bohr
- Total charge: -1

Positions of all 39 atoms, in Å:
O 0.893588 -1.515218 -2.714294
H -4.125245 -1.478590 2.129431
C -0.626291 -0.785625 -1.065483
O 1.070449 -2.219353 -0.351133
C -0.204387 -1.866353 -0.133862
C -3.683177 0.097193 0.729465
C -1.913721 -0.160938 -0.761447
C 2.799776 -3.821671 -0.098349
Cl -1.309622 2.936072 0.696658
H -3.313659 -0.086759 2.837664
H -4.406688 -0.256764 -0.021955
H 1.767217 -2.764977 1.489673
O 3.188260 0.564122 0.825608
C 1.105004 4.125072 0.802731
O -2.371873 -0.449432 0.466235
O -2.567260 0.552159 -1.532092
O -0.916600 -2.441252 0.667057
Cl 4.951228 2.904310 0.914626
C -0.060692 -0.796389 -2.415107
O 0.431438 0.585582 1.007821
H 3.524629 -3.034569 -0.325864
H 3.240434 -4.535027 0.601617
C 0.396829 2.935341 0.688402
H 0.019485 0.825334 -3.802088
H 2.567491 -4.357371 -1.025823
C 1.037481 1.622504 0.738011
H -0.876441 -0.592350 -4.330640
C 1.556723 -3.258468 0.526240
H -5.022067 0.027560 2.367322
C -0.693834 0.062167 -3.472906
H -1.627590 0.520547 -3.134285
H -3.595141 1.196062 0.702234
C 2.583232 1.626831 0.758565
C -4.051316 -0.387490 2.092937
C 2.542729 4.122230 0.850032
Cl 0.265619 5.609643 0.916735
Cl 3.385665 5.614611 0.899372
H 0.792593 -4.042592 0.653298
C 3.245742 2.923854 0.823593

Cartesian forces (eV/Å) of the 3 atoms listed first:
-0.13 0.37 -0.70
0.05 0.12 -0.10
-0.55 -0.60 0.41

These are the natural (NBO) partial charges, in e, on atoms 1 to 6:
1 O -0.629
2 H 0.214
3 C -0.480
4 O -0.499
5 C 0.803
6 C -0.064

(5)
The following is a quantum chemistry calculation of a gas-phase ion, C3H7N2O3 (charge +1) in a non-equilibrium geometry, from OMol25.

Summary:
- Highest occupied orbital energy: -16.3 eV
- Total energy: -12335.4843 eV
- LUMO level: -6.74 eV
- Multiplicity: 1
- Structure (SMILES): C[C@H](O)C(=[NH2+])[N+](=O)[O-]
- Frontier orbital gap: 9.6 eV
- F_max: 0.0657 hartree/bohr
- Total charge: +1
- Energy relative to the best compared isomer or geometry (same formula, charge and spin): 94.3 kcal per mole

Positions of all 15 atoms, in Å:
N 1.336688 -1.738449 0.061478
H -1.092982 0.654615 1.277812
H 2.238721 -1.939725 0.581172
N 2.537075 0.259241 -0.135681
O 2.662874 1.324296 -0.695358
O 3.392631 -0.438974 0.342227
C 1.170145 -0.458966 -0.165567
H 0.277486 1.658131 1.077540
H -0.136549 0.587339 -1.466410
H -1.146641 2.015631 0.186213
O -1.059340 -0.885931 -0.599179
H -1.492199 -1.054424 -1.501283
C -0.542658 1.143435 0.526924
C -0.111211 0.089966 -0.571157
H 0.384210 -2.163491 0.258729

Cartesian forces (eV/Å) of the 3 atoms listed first:
-1.54 2.38 1.84
-0.79 -0.94 0.80
-0.97 -0.28 -0.91

These are the natural (NBO) partial charges, in e, on atoms 1 to 6:
1 N -0.618
2 H 0.244
3 H 0.482
4 N 0.493
5 O -0.243
6 O -0.310

(6)
The following is a quantum chemistry calculation of 2 unconnected molecules or ions with the total composition C3H7NOS in a non-equilibrium geometry, from OMol25.

Summary:
- Highest occupied orbital energy: -9.5 eV
- Total energy: -17593.9707 eV
- LUMO level: 0.78 eV
- Multiplicity: 1
- Frontier orbital gap: 10.3 eV
- F_max: 0.0637 hartree/bohr
- Energy relative to the best compared isomer or geometry (same formula, charge and spin): 91.3 kcal per mole

Positions of all 13 atoms, in Å:
C 1.282658 0.596423 0.706849
H 0.059139 -0.909242 -0.667205
H 1.224368 -2.932623 -1.525330
N 0.601031 -3.194735 -0.756585
C 0.358420 0.089603 -0.320200
H 2.305924 0.996999 0.366464
H 0.927338 -2.664982 0.067508
O -0.708152 1.772915 -2.265112
H -0.815952 1.660149 1.001555
H 1.325318 0.123839 1.667932
C -0.071019 1.277162 0.351019
H 0.374231 -4.148085 -0.795950
S 0.409949 1.603814 -1.372859

Cartesian forces (eV/Å) of the 3 atoms listed first:
0.88 1.14 -0.91
-0.31 0.71 0.38
-0.43 -0.38 0.35

These are the natural (NBO) partial charges, in e, on atoms 1 to 6:
1 C -0.440
2 H 0.275
3 H 0.365
4 N -1.116
5 C -0.426
6 H 0.208

(7)
The following is a quantum chemistry calculation of a molecular structure, C19H16FeO4 in a non-equilibrium geometry, from OMol25.

Summary:
- Highest occupied orbital energy (spin up / spin down): -5.8 / -8.1 eV
- Total energy: -62534.7095 eV
- LUMO level (spin up / spin down): 0.19 / -1.64 eV
- Multiplicity: 5
- Frontier orbital gap (spin up / spin down): 6.0 / 6.5 eV
- F_max: 0.0498 hartree/bohr
- Energy relative to the best compared isomer or geometry (same formula, charge and spin): 0.0 kcal per mole
- <S²>: 6.183

Positions of all 40 atoms, in Å:
H 1.844787 0.736011 -1.174546
C 3.205565 -1.989820 -2.838836
O 1.215744 1.944005 -5.291728
H 1.128249 -1.834282 1.806258
C 3.355993 -0.419749 1.530766
H 3.703712 -0.719980 -1.202534
H 3.494907 -1.376944 1.030387
C 0.318894 -0.916012 -3.754548
C 1.830692 -0.017473 -1.971424
H 4.140611 -2.536610 -2.680584
H -0.654897 -0.779157 -4.208991
O 4.122130 -1.019205 -6.581813
O 5.040412 1.517605 -3.188805
C -0.471170 -0.443326 1.648707
C 0.889800 -0.803263 1.616481
H -4.231435 0.486276 1.858985
C -0.903395 0.894390 1.537018
H -2.546707 2.253471 1.544644
C 1.827131 1.112692 -4.811637
C -2.795653 -1.096107 1.897833
H 0.793009 -2.252477 -5.317741
C 2.417265 -2.379609 -3.949367
H -3.538492 -1.867140 2.038626
H 4.066931 0.289402 1.111296
H 3.605319 -0.550023 2.581867
O 1.787190 1.255230 1.026282
C 3.614013 -0.722911 -5.607035
H -0.174781 0.576589 -2.348411
C 1.962135 0.092599 1.367207
C -3.186060 0.229683 1.791870
C 1.193219 -1.812508 -4.398993
H -1.163698 -2.458841 1.938422
C -1.464152 -1.430429 1.833502
C 4.178728 0.845853 -3.508472
Fe 2.757311 -0.278805 -3.991886
H 2.795918 -3.232030 -4.523320
C 2.947154 -0.898200 -1.973053
H -0.163409 1.663903 1.412152
C -2.235561 1.222110 1.615304
C 0.605188 -0.108920 -2.657282

Cartesian forces (eV/Å) of the 3 atoms listed first:
0.19 -0.12 -0.58
-0.36 0.20 -0.25
0.22 -0.23 0.10

These are the natural (NBO) partial charges, in e, on atoms 1 to 6:
1 H 0.247
2 C -0.175
3 O -0.484
4 H 0.199
5 C -0.705
6 H 0.232

(8)
The following is a quantum chemistry calculation of a molecular structure, C25H18F15GeN4PtS2 in a non-equilibrium geometry, from OMol25.

Summary:
- Highest occupied orbital energy (spin up / spin down): -13.5 / -14.2 eV
- Total energy: -154354.3152 eV
- LUMO level (spin up / spin down): -7.19 / -7.82 eV
- Multiplicity: 2
- Frontier orbital gap (spin up / spin down): 6.3 / 6.4 eV
- F_max: 0.0428 hartree/bohr
- Total charge: +2
- Energy relative to the best compared isomer or geometry (same formula, charge and spin): 44.8 kcal per mole
- <S²>: 0.755

Positions of all 66 atoms, in Å:
F -7.233560 -3.872136 -1.625924
H 1.763673 0.877096 2.367619
H 3.829128 0.206403 -0.742928
H 2.501579 0.187230 -1.883451
F 2.067861 -8.155767 -1.851224
C -4.066220 -2.494966 -2.558751
H 2.482073 -1.006424 0.777604
S -0.757659 -3.357615 1.280126
H 0.168446 -0.802782 2.717765
C -0.199661 -4.770359 -2.395952
H -0.044081 -0.777151 -2.618012
F -3.558439 -1.335578 -3.039824
C -0.512091 -5.956056 -3.040303
H -0.985443 2.344547 -0.871799
N 2.075098 -0.855745 -0.141728
H 2.204580 -1.724179 -0.657101
C -1.230455 -2.226623 0.282205
C 0.927172 -4.767841 -1.599608
F -2.519239 -2.812826 -7.863589
F -6.233211 -1.580101 -2.669138
C 2.744219 0.268491 -0.828764
Ge -1.333311 -3.208896 -2.670635
F -1.572659 -5.998663 -3.851906
F 1.346171 -3.605961 -1.026060
N -0.099446 -0.048064 2.087741
C 0.057898 2.230788 -1.171639
C 0.232969 -7.106999 -2.862249
F 2.775995 -5.844759 -0.616921
C -5.939992 -3.765703 -1.842790
H 0.483892 1.581400 3.346310
C 0.717942 1.178231 2.361152
C -0.370829 -2.171947 -7.188488
F -0.050328 -1.882180 -8.431550
F -5.594533 -5.921056 -0.988852
F -3.202461 -3.393061 -5.337364
S -2.379141 -0.989140 0.174410
F -2.944265 -5.689537 -1.337323
H 2.735062 1.712590 0.746959
F 1.772257 -1.520128 -6.451170
C -1.062380 -2.783861 -4.548682
H -0.481025 1.692266 -3.181718
Pt -0.096855 -0.462915 0.048042
C -1.977119 -2.936232 -5.580219
N 0.787488 1.621985 -0.032025
C 1.698948 -5.891229 -1.393038
C -1.640995 -2.645380 -6.892313
H 1.135791 1.191845 -2.745644
C 0.562136 -1.988520 -6.176036
C -3.190885 -3.533661 -2.272689
H -1.080709 0.156550 2.274438
C -5.425829 -2.587402 -2.372426
C 1.340004 -7.072109 -2.026037
N -0.384869 -0.064473 -1.971300
F -0.093148 -8.229149 -3.477571
C 2.262613 1.586494 -0.225653
H 0.439087 3.223841 -1.425585
C 0.187091 -2.289397 -4.886589
H -0.630636 2.451919 1.276121
C -3.731874 -4.681237 -1.711224
F 1.085553 -2.054199 -3.883573
C -5.095089 -4.814137 -1.510533
H -1.404677 -0.071499 -2.037540
C 0.434811 2.215039 1.282489
C 0.125083 1.295551 -2.367538
H 2.589086 2.423598 -0.846927
H 0.976656 3.143188 1.480119

Cartesian forces (eV/Å) of the 3 atoms listed first:
-0.01 -0.02 -0.04
0.02 0.02 0.03
0.01 -0.02 0.03

These are the natural (NBO) partial charges, in e, on atoms 1 to 6:
1 F -0.251
2 H 0.209
3 H 0.244
4 H 0.208
5 F -0.253
6 C 0.398